68
Properties=species:S:1:pos:R:3:forces:R:3:nbo_charge:R:1 method="wB97M-V/def2-TZVPD" total_charge=0 homo_lumo_gap_ev=6.19 spin_multiplicity=1
Mg -1.95685 1.34248 -0.55513 0.05 0.15 -0.05 1.6161
C -6.16158 -0.03656 2.43747 0.03 0.01 0.00 -0.7534
S -5.84026 -0.80524 0.84360 -0.02 0.05 0.04 0.3240
C -4.68889 0.27200 0.08100 -0.10 0.00 -0.03 -0.0668
S -3.92984 1.58085 0.96016 0.02 -0.33 -0.10 -0.4807
N -4.52305 -0.04812 -1.18096 0.41 0.32 0.06 -0.4017
N -3.51057 0.71033 -1.71371 -0.22 -0.41 -0.06 -0.4119
C -3.45690 1.00249 -2.94466 0.20 0.37 -0.19 0.0805
C -2.40359 1.98271 -3.32654 -0.22 -0.15 0.27 0.1754
C -2.17598 2.31537 -4.64313 -0.03 -0.02 -0.17 -0.2116
C -1.19321 3.24609 -4.93985 0.06 0.02 -0.11 -0.1269
C -0.48831 3.83551 -3.90900 0.00 0.04 -0.07 -0.2320
C -0.77910 3.45534 -2.61200 -0.24 -0.15 0.10 0.0879
N -1.71223 2.55119 -2.31218 0.03 0.19 -0.26 -0.5848
H -6.80452 -0.74086 2.96490 0.01 0.03 0.00 0.2328
H -6.67937 0.91158 2.31411 0.01 0.00 0.03 0.2290
H -5.24121 0.11332 2.99555 -0.02 -0.02 0.01 0.2340
H -4.17718 0.63655 -3.67118 -0.02 0.05 -0.02 0.2066
H -2.75033 1.83255 -5.42324 0.03 0.01 0.02 0.2310
H -0.96913 3.49645 -5.96900 -0.04 0.01 0.03 0.2287
H 0.29259 4.55762 -4.10028 -0.02 -0.02 0.03 0.2366
H -0.23924 3.88655 -1.77907 0.04 -0.02 0.02 0.2027
F 6.04239 0.28371 -2.66946 -0.01 0.02 0.01 -0.2917
C 4.71117 0.16776 -2.66465 0.15 -0.01 -0.03 0.2712
C 4.11319 -0.97944 -2.18990 -0.01 -0.11 -0.12 0.2490
F 4.87481 -1.98147 -1.73399 -0.04 0.02 0.02 -0.2971
C 2.73618 -1.08092 -2.17395 0.00 -0.16 -0.16 0.3684
F 2.23079 -2.23088 -1.70891 -0.08 0.07 0.05 -0.3133
C 1.89578 -0.06059 -2.60882 -0.07 -0.10 0.11 -0.3271
Se 0.00238 -0.23120 -2.52588 0.04 -0.05 -0.06 -0.4693
C 2.53940 1.06744 -3.09665 0.00 0.17 0.02 0.3600
F 1.83223 2.11974 -3.54920 0.01 -0.08 0.05 -0.3281
C 3.91566 1.19430 -3.12719 -0.01 0.11 -0.06 0.2448
F 4.48429 2.31355 -3.59393 -0.02 0.01 0.01 -0.2969
C 4.46299 1.20465 0.84821 -0.02 -0.04 0.01 -0.2089
C 4.19291 -0.15715 0.84826 -0.06 0.03 0.11 -0.2014
C 2.87754 -0.60994 0.82094 -0.01 0.15 0.08 -0.2675
C 1.82602 0.30303 0.78803 0.12 0.00 0.01 -0.2737
C 2.10643 1.66940 0.78653 0.07 -0.15 -0.06 -0.2523
C 3.41879 2.12036 0.81661 -0.01 -0.03 -0.01 -0.2118
Sb -0.19974 -0.30729 0.83279 -0.04 -0.01 0.54 0.9719
C -0.07494 -2.42032 0.75545 0.01 -0.11 -0.10 -0.2640
C 0.50525 -3.08959 1.83240 -0.07 -0.07 -0.07 -0.2617
C 0.65166 -4.47139 1.79490 -0.02 0.05 -0.02 -0.2145
C 0.20725 -5.18746 0.69098 0.01 0.03 0.01 -0.1991
C -0.39372 -4.52486 -0.37042 0.00 0.04 0.02 -0.1979
C -0.53332 -3.14269 -0.34345 0.06 -0.07 0.15 -0.2381
C -0.45489 -0.17387 2.96473 0.10 -0.04 0.15 -0.3119
C -1.74462 -0.26235 3.49293 0.11 -0.04 0.04 -0.2658
C -1.95335 -0.20103 4.86577 0.04 0.01 -0.04 -0.2005
C -0.87455 -0.05389 5.72834 0.01 -0.01 -0.03 -0.2122
C 0.41325 0.03058 5.21580 -0.02 0.00 -0.07 -0.2355
C 0.62179 -0.02514 3.84102 -0.14 0.04 0.04 -0.1918
H 5.48763 1.55363 0.86994 0.00 -0.01 -0.01 0.2194
H 5.00637 -0.87305 0.86095 -0.03 0.02 0.00 0.2238
H 2.67820 -1.67465 0.80074 -0.01 0.00 0.03 0.2312
H 1.30116 2.39457 0.75756 -0.06 0.04 0.02 0.1988
H 3.62729 3.18318 0.81426 0.00 -0.02 0.00 0.2164
H 0.83503 -2.54172 2.70722 0.02 0.00 -0.01 0.2193
H 1.11079 -4.98631 2.63035 -0.01 0.02 -0.03 0.2152
H 0.33235 -6.26324 0.65782 -0.03 0.03 0.01 0.2143
H -0.74663 -5.08176 -1.23028 0.01 0.02 0.03 0.2159
H -0.97217 -2.63317 -1.18823 0.02 0.05 -0.07 0.2375
H -2.59796 -0.37971 2.83334 0.00 0.04 -0.01 0.2187
H -2.95998 -0.26515 5.26244 0.03 -0.01 -0.01 0.2112
H -1.03712 -0.00436 6.79852 0.00 -0.01 -0.04 0.2134
H 1.25856 0.13859 5.88542 -0.03 0.01 -0.02 0.2133
H 1.63225 0.05194 3.45577 0.01 -0.01 -0.01 0.2031



46
Properties=species:S:1:pos:R:3:forces:R:3:nbo_charge:R:1 method="wB97M-V/def2-TZVPD" total_charge=0 s2=6.038 homo_lumo_gap_ev="5.93 / 6.35" spin_multiplicity=5
C -0.74583 2.30279 2.50100 0.78 1.24 1.16 -0.8391
C 1.26794 2.65500 0.08370 -0.44 2.68 0.95 -0.8974
H -1.82536 2.46350 2.49865 0.37 0.20 0.31 0.1888
H -0.11024 3.14100 2.15933 -0.92 0.38 0.74 0.2075
H -0.29646 1.88362 3.40363 -0.52 0.60 0.16 0.2251
H 0.90444 2.92746 -0.90625 0.23 0.38 0.02 0.1889
H 0.88227 3.32798 0.86807 1.03 1.02 -0.89 0.1837
H 2.34412 2.50513 0.15746 -0.39 0.36 0.08 0.1977
C -2.82925 1.15893 0.26944 0.45 -0.36 -1.02 0.0773
C -3.87983 0.59896 -0.44791 -0.46 0.16 0.38 -0.2461
C -3.64805 -0.18006 -1.58100 0.26 0.14 0.09 -0.1538
C -2.33857 -0.35929 -1.98067 -0.03 0.09 0.16 -0.2104
H -3.01254 1.74348 1.17613 0.22 -0.28 -0.48 0.2250
H -4.89566 0.77663 -0.09290 0.26 -0.09 -0.12 0.2289
H -4.44961 -0.63463 -2.15501 -0.01 0.12 0.23 0.2277
H -2.06441 -0.95100 -2.84625 -0.40 0.02 0.18 0.2196
N -1.54198 1.00858 -0.14484 -1.35 -0.41 -1.14 -0.4572
C -1.31192 0.24695 -1.26445 -1.21 0.41 0.73 0.1811
C 0.05553 0.11678 -1.72337 1.82 0.10 0.21 0.1446
N 0.99239 0.56087 -0.85501 -0.11 -1.17 -0.85 -0.3740
C 2.27662 0.62365 -1.27622 -0.31 -0.56 -0.43 0.0893
C 1.70211 -0.30076 -3.43372 0.14 0.06 0.36 -0.1695
C 2.65550 0.23322 -2.55610 -0.17 -0.03 0.13 -0.2403
H 3.02602 1.03178 -0.59154 -0.51 -0.49 -0.25 0.2286
H 3.69696 0.34314 -2.84249 -0.17 -0.07 -0.02 0.2271
C 0.39903 -0.38521 -2.98615 -0.43 0.19 -0.03 -0.2103
H -0.39564 -0.80309 -3.59864 0.44 0.18 -0.14 0.2123
H 1.96593 -0.63103 -4.43862 -0.02 0.06 0.32 0.2263
Cr 0.09495 1.36689 1.00119 1.84 -3.99 -2.04 0.8400
C 1.67519 0.31866 1.80588 0.74 -0.20 0.76 -0.9748
H 2.66903 0.70177 1.54107 -0.02 0.02 -0.05 0.1828
H 1.56809 -0.67636 1.34012 0.18 0.19 0.21 0.1875
H 1.67161 0.15761 2.89617 0.22 0.15 -0.35 0.1889
C -0.65886 -2.33082 1.27920 -0.10 -0.31 -0.05 -0.6062
C -1.54416 -1.36047 2.03489 -0.13 0.40 -0.77 -0.2689
C -2.14921 -1.96865 3.31342 0.04 0.10 -0.06 -0.5914
C -0.84183 -0.07128 2.42728 -1.84 -0.49 2.99 -0.4255
H 0.34180 -2.39085 1.71839 -0.15 -0.05 -0.03 0.2143
H -0.56643 -2.02921 0.23111 0.17 -0.04 0.10 0.1983
H -1.11477 -3.32258 1.30242 0.12 -0.12 -0.14 0.2022
H -2.38011 -1.06795 1.37800 0.02 -0.38 0.13 0.1804
H -1.36718 -2.20911 4.04777 -0.15 0.02 -0.19 0.2061
H -2.85034 -1.26454 3.78317 0.20 -0.17 -0.10 0.2069
H -2.70089 -2.88310 3.07293 0.08 0.02 0.05 0.2053
H -1.62286 0.45819 3.02043 0.34 -0.38 -0.53 0.1756
H -0.10037 -0.31683 3.21516 -0.13 0.29 -0.78 0.1971



These records have E values of -5534.9672; -1817.0936 a.u., in the order they appear.
These records have relative energy (zero: lowest compared OMol25 entry of this formula, charge and spin) values of 161.0; 455.1 kJ/mol, in the order they appear.